# 1
Density functional theory data (ωB97M-V/def2-TZVPD) for a molecular structure, C8H5Cl3F6IrN2O9S2 at a distorted geometry.

As for the maximum force: 6.6 eV/A. As for the spin multiplicity: 5. The total energy is -108149.5109 eV. Its LUMO energy (alpha / beta) is -3.44 / -7.81 eV. The net charge is +1. As for the energy relative to the best compared isomer or geometry (same formula, charge and spin): 0.0 kcal/mol.

Element x y z (Å)
Ir 8.3660 8.7682 8.7908
O 7.4958 10.9052 5.1652
C 7.3349 10.1242 6.2657
O 8.3561 9.8335 6.9452
C 5.8464 9.8551 6.4977
O 5.5700 9.2659 7.7250
C 5.2036 7.8963 7.6555
C 6.3213 6.9006 7.3380
O 5.7485 5.7701 7.3006
O 7.5624 7.2093 7.0836
H 8.4536 10.7712 4.8743
H 5.3981 9.1834 5.6852
H 5.3354 10.8288 6.3027
H 4.3518 7.8291 6.9758
H 4.8024 7.7580 8.6322
F 4.6548 10.6750 10.0248
C 5.4499 11.7697 9.8554
F 5.3543 12.0847 8.5015
F 4.9214 12.7466 10.5774
S 7.2242 11.5536 10.2134
O 7.3059 10.4102 9.2362
O 7.9165 12.7806 9.8897
N 7.4408 11.0433 11.6844
S 7.8719 9.5573 12.0165
O 8.6970 9.5785 13.2381
O 8.4843 8.7435 10.9004
C 6.2360 8.8030 12.6089
F 6.4526 7.5838 13.1988
F 5.6153 9.6070 13.4985
F 5.4132 8.6216 11.5431
Cl 12.6514 6.1328 8.1399
C 11.1139 5.4597 8.7672
Cl 10.4521 4.2122 7.6456
Cl 11.2500 4.9802 10.4709
C 10.1957 6.5556 8.8744
N 9.3404 7.3167 8.8246

Löwdin population analysis, charges in e, atoms 1 to 6: 1.5321 0.1372 -0.3599 -0.0898 -0.0972 -0.1452

# 2
Density functional theory data (ωB97M-V/def2-TZVPD) for a gas-phase ion, C8H5F3N (charge +1) at a distorted geometry.

As for the maximum force: 1.7 eV/A. The total energy is -18004.8081 eV. Its LUMO energy (alpha / beta) is -6.62 / -5.83 eV. The net charge is +1. As for the energy relative to the best compared isomer or geometry (same formula, charge and spin): 0.0 kcal/mol.

Element x y z (Å)
C 0.0285 3.8620 -0.4910
C 0.0090 -1.6375 -0.2113
C 0.5389 -0.8519 0.7241
C -1.0974 -1.3596 -1.1636
C 0.3159 0.5451 1.0739
C -2.2190 -0.7802 -0.9260
C 0.2987 1.5934 0.2976
C -2.9867 0.0328 0.0256
N 0.1853 2.7604 -0.1020
F -4.2935 -0.0837 -0.0705
F -2.6232 -0.2822 1.2912
F -2.6719 1.3404 -0.1154
H -0.0443 4.7288 -1.0860
H 0.3727 -2.6513 -0.3172
H 1.2659 -1.3173 1.3827
H -0.9337 -1.8348 -2.1293
H 0.2637 0.7064 2.1549

Löwdin population analysis, charges in e, atoms 1 to 6: 0.3382 -0.0351 -0.0720 -0.0729 0.0101 0.1946

# 3
Density functional theory data (ωB97M-V/def2-TZVPD) for 2 unconnected molecules or ions with the total composition C8H5N3 at a distorted geometry.

As for the maximum force: 4.4 eV/A. The total energy is -12841.0236 eV. Its LUMO energy is -1.03 eV. As for the energy relative to the best compared isomer or geometry (same formula, charge and spin): 81.1 kcal/mol.

Element x y z (Å)
C 1.9973 -1.4426 -3.2518
C -0.2294 -0.1534 1.1085
C -0.7515 -1.0263 0.1792
C 0.6915 0.8705 0.6682
C -0.5467 -0.8468 -1.1734
C 1.0678 0.9389 -0.6657
C 0.3129 0.1951 -1.5074
C 0.5001 0.1742 -2.9712
N 2.6319 -2.3859 -3.4131
N -0.2352 0.2374 -4.2134
N 0.5545 1.1797 -4.0356
H -0.5346 -0.0827 2.1349
H -1.5294 -1.6172 0.6426
H 0.9565 1.5032 1.5212
H -1.1178 -1.3524 -1.9498
H 1.5624 1.7013 -1.1265

Löwdin population analysis, charges in e, atoms 1 to 6: -0.1650 -0.0525 -0.0714 -0.0278 -0.0239 -0.0202

# 4
Density functional theory data (ωB97M-V/def2-TZVPD) for C8H5NO2S in the gas phase at a distorted geometry.

As for the SMILES: O=C(O)c1nc2ccccc2s1. As for the maximum force: 4.8 eV/A. The total energy is -24795.9357 eV. Its LUMO energy is -0.48 eV. As for the energy relative to the best compared isomer or geometry (same formula, charge and spin): 21.2 kcal/mol.

Element x y z (Å)
O -0.8977 1.0122 3.1985
C -0.7109 -0.1070 2.6937
O -0.5596 -1.1731 3.4967
C -0.4143 -0.1336 1.2176
N 0.2223 -1.0130 0.5606
C 0.5655 -0.7224 -0.6995
C 1.0966 -1.5146 -1.7223
C 1.2150 -1.0611 -3.0108
C 1.0023 0.3443 -3.3934
C 0.2445 1.0314 -2.4994
C 0.0875 0.5368 -1.0961
S -0.8316 1.3232 0.1680
H 0.1132 -1.9785 3.0858
H 1.5691 -2.5186 -1.4633
H 1.8828 -1.6240 -3.6981
H 1.1643 0.8760 -4.3952
H 0.1619 2.2095 -2.6415

Löwdin population analysis, charges in e, atoms 1 to 6: 0.0629 -0.5003 0.0553 -0.4188 0.0886 -0.3402

# 5
Density functional theory data (ωB97M-V/def2-TZVPD) for C8H5NO3S in the gas phase at a distorted geometry.

As for the SMILES: O=C1NC(=O)c2c(S)ccc(O)c21. As for the maximum force: 1.7 eV/A. The total energy is -26845.1329 eV. Its LUMO energy is -0.45 eV. As for the energy relative to the best compared isomer or geometry (same formula, charge and spin): 0.0 kcal/mol.

Element x y z (Å)
O -1.1191 2.1342 2.1515
C -1.1215 1.2557 1.3267
N -2.3449 0.6372 0.9082
C -2.1017 -0.0163 -0.3088
O -2.8855 -0.3472 -1.1630
C -0.5927 -0.2050 -0.4146
C 0.1777 -0.9716 -1.2558
S -0.5750 -2.0061 -2.5062
C 1.5479 -0.8747 -1.0987
C 2.1298 -0.0711 -0.1504
C 1.3511 0.6788 0.7059
O 1.9127 1.5040 1.6486
C -0.0098 0.5947 0.5652
H -3.0886 1.3243 0.8228
H -0.7995 -3.1330 -1.7904
H 2.1806 -1.4525 -1.7655
H 3.2113 -0.0115 -0.0908
H 2.1274 0.9599 2.4152

Löwdin population analysis, charges in e, atoms 1 to 6: 0.1321 -0.3472 0.1779 -0.3869 0.0996 -0.0977

# 6
Density functional theory data (ωB97M-V/def2-TZVPD) for a molecular structure, C8H6AlF12N2O12S4 at a distorted geometry.

As for the maximum force: 9.3 eV/A. The total energy is -118481.9804 eV. Its LUMO energy is -4.02 eV. The net charge is -1.

Element x y z (Å)
Al 1.0039 0.6650 0.7863
C -3.5975 0.6713 3.2951
F -2.9248 1.5704 4.0193
F -3.3781 -0.6040 3.7079
F -4.8603 0.9288 3.3647
S -2.8921 0.9228 1.5076
O -2.4895 -0.3907 1.0178
O -4.0140 1.4521 0.7376
N -1.4752 1.9053 1.7199
S -1.9933 3.3887 1.2862
O -1.6810 3.8033 -0.0933
O -3.3220 3.6637 1.8137
C -0.9039 4.5835 2.3799
F -1.3949 5.9235 2.3323
F -0.8070 4.1886 3.6296
F 0.3399 4.7676 1.9604
C -1.2417 1.2809 -4.0793
F 0.0437 0.9383 -4.5002
F -1.3299 2.5512 -3.8091
F -2.1971 0.9870 -4.9820
S -1.5888 0.2743 -2.3848
O -2.0535 1.2979 -1.4345
O -2.6032 -0.7565 -2.6893
N -0.0461 -0.3991 -1.7787
S 0.0318 -1.6451 -2.5438
O -0.6034 -2.7581 -1.8343
O -0.2021 -1.5333 -3.9940
C 1.9162 -2.1046 -2.4603
F 2.0643 -3.3380 -3.0754
F 2.5867 -1.2670 -3.2156
F 2.3928 -2.1505 -1.1845
C -0.3636 -4.1203 1.0096
C 0.6626 -3.3473 1.8137
O 1.6631 -3.8893 2.3463
O 0.5576 -2.0959 1.8194
H -1.1488 -3.7117 0.3736
H -0.8902 -4.7770 1.7021
H 0.1647 -4.8417 0.3861
C 5.8476 -0.3042 -0.1312
C 4.4648 -0.2175 0.4767
O 4.0220 -0.9196 1.4662
O 3.7836 0.5557 -0.1834
H 5.8767 -0.6014 -1.1795
H 6.2025 -1.1534 0.4528
H 6.3771 0.6065 0.1485

Löwdin population analysis, charges in e, atoms 1 to 6: 1.2585 -0.6463 0.1099 0.1207 0.1911 0.6574

# 7
Density functional theory data (ωB97M-V/def2-TZVPD) for a gas-phase ion, C8H6BrO4 (charge -1) at a distorted geometry.

As for the SMILES: C#CC(=O)/C(Br)=C(\O)CCC(=O)[O-]. As for the maximum force: 5.1 eV/A. The total energy is -86623.4143 eV. Its LUMO energy is 1.95 eV. The net charge is -1.

Element x y z (Å)
C -4.4225 -0.6943 0.9650
C -3.6003 -0.0296 0.4381
C -2.5373 0.8603 0.1649
O -2.6104 2.0542 -0.0712
C -1.1302 -0.0072 -0.1044
Br -1.2417 -1.9666 -0.0651
C -0.0089 0.6058 -0.5644
O -0.0361 1.9515 -0.8302
C 1.2079 -0.1393 -0.9549
C 1.9961 -0.1805 0.3779
C 3.5096 -0.7262 0.3391
O 4.1165 -0.7912 1.4036
O 3.7935 -1.0055 -0.8383
H -5.0317 -1.5354 1.0478
H -0.6948 2.3289 -0.2442
H 1.9403 0.2891 -1.5586
H 1.0934 -1.0869 -1.3012
H 2.2858 0.8978 0.7854
H 1.3708 -0.8247 1.0106

Löwdin population analysis, charges in e, atoms 1 to 6: 0.1378 -0.1230 -0.3747 0.0642 -0.4438 0.7152

# 8
Density functional theory data (ωB97M-V/def2-TZVPD) for a molecular structure, C8H6CeCl2NS2 at a distorted geometry.

As for the maximum force: 3.2 eV/A. As for the spin multiplicity: 2. The total energy is -69508.5279 eV. Its LUMO energy (alpha / beta) is -9.54 / -11.97 eV. The net charge is +2.

Element x y z (Å)
Ce -0.5579 2.6459 0.4964
Cl -1.4663 5.0073 0.7041
C 1.5416 3.6440 0.0096
Cl 2.1775 2.8147 -1.5168
H 2.3815 3.6635 0.7176
H 1.3105 4.7029 -0.0843
S 0.0113 1.6390 3.0976
C -0.0391 0.2519 2.0059
N -0.6181 0.3278 0.7892
C -0.5803 -0.8284 0.0325
C -1.4225 -1.1522 -1.0453
C -1.2275 -2.3846 -1.6350
C -0.2786 -3.2825 -1.1802
C 0.4558 -2.9965 -0.0254
C 0.2868 -1.7920 0.6065
S 0.7956 -1.3061 2.2124
H -2.0360 -0.2989 -1.3813
H -1.8102 -2.6910 -2.5183
H -0.1467 -4.2876 -1.6216
H 1.2228 -3.6771 0.3365

Löwdin population analysis, charges in e, atoms 1 to 6: 0.8895 0.1779 -0.6354 0.5702 0.0512 0.0203

# 9
Density functional theory data (ωB97M-V/def2-TZVPD) for a molecular structure, C8H6Cl2CuIO3.

As for the maximum force: 0.5 eV/A. The total energy is -92322.3689 eV. Its LUMO energy is 4.29 eV. The net charge is -2. As for the energy relative to the best compared isomer or geometry (same formula, charge and spin): 2.8 kcal/mol.

Element x y z (Å)
Cu 1.9088 2.2204 -0.2305
Cl -2.0611 -4.0811 2.4623
C -1.4491 -2.7178 1.5339
C -2.0492 -2.4106 0.2969
C -1.5989 -1.3640 -0.4428
Cl -2.3579 -1.0050 -1.9689
C -0.4839 -0.4853 -0.0379
O -0.0950 0.4558 -0.7264
C 0.0752 -0.8703 1.2439
C 1.1838 -0.1439 1.8393
O 1.7916 0.8222 1.4237
C -0.4095 -1.9552 1.9861
H -2.8737 -3.0119 -0.0662
H 1.4884 -0.5716 2.8227
H 0.0579 -2.1859 2.9385
I 3.9912 3.5339 0.9963
C 0.5702 2.7477 -2.8143
O 1.5417 3.1157 -1.9258
H 0.5570 3.4148 -3.7092
H -0.4633 2.7757 -2.4075
H 0.6755 1.7163 -3.2141

Löwdin population analysis, charges in e, atoms 1 to 6: 0.0048 0.5476 -0.6992 -0.1756 -0.5825 0.6315

# 10
Density functional theory data (ωB97M-V/def2-TZVPD) for 2 unconnected molecules or ions with the total composition C8H6ClNO2 at a distorted geometry.

As for the maximum force: 3.5 eV/A. The total energy is -26494.2884 eV. Its LUMO energy (alpha / beta) is -1.18 / -1.07 eV. As for the energy relative to the best compared isomer or geometry (same formula, charge and spin): 122.8 kcal/mol.

Element x y z (Å)
C 1.3674 0.2708 0.1926
C 1.2215 -0.6406 1.2275
C 0.3347 0.7920 -0.5149
C -0.0111 -1.2591 1.3925
C -0.9621 0.2054 -0.3185
C -1.0558 -0.8275 0.6394
C -2.9408 -0.9063 -0.3078
C -2.3249 0.2786 -0.9791
N -1.7483 2.1972 1.1358
O -2.6822 2.5879 0.5197
O -2.2692 -1.4300 0.6723
Cl -4.6039 -1.3448 -0.4058
H 2.4148 0.6882 0.0381
H 2.1134 -0.9221 1.7797
H 0.6562 1.6889 -1.2817
H -0.2313 -1.9441 2.1517
H -2.8880 1.2339 -0.7140
H -2.2922 -0.0098 -2.0677

Löwdin population analysis, charges in e, atoms 1 to 6: -0.1390 -0.0688 -0.0542 0.0060 -0.1707 -0.2574

# 11
Density functional theory data (ωB97M-V/def2-TZVPD) for a molecular structure, C8H6F3N11O5SV at a distorted geometry.

As for the maximum force: 1.1 eV/A. The total energy is -79687.2131 eV. Its LUMO energy (alpha / beta) is -7.64 / -7.62 eV. The net charge is +1. As for the energy relative to the best compared isomer or geometry (same formula, charge and spin): 3.8 kcal/mol.

Element x y z (Å)
V 0.4477 0.1604 0.4275
N 0.1558 3.4826 -0.1779
C -0.6584 2.9031 0.7388
N -1.6255 3.4523 1.4158
N -2.1569 2.4345 2.1495
N -1.5685 1.3191 1.9536
N -0.5617 1.5798 1.0495
C 1.0373 2.7527 -0.9058
N 1.7876 3.1498 -1.8927
N 2.4371 2.0263 -2.3076
N 2.1242 0.9913 -1.6302
N 1.2211 1.4213 -0.6828
H -0.0099 4.4469 -0.4372
F 2.7510 0.2339 4.3716
C 3.0560 0.3376 3.0978
F 4.3231 0.0658 2.8828
F 2.7550 1.5456 2.6458
S 2.0432 -0.8977 2.1653
O 0.6179 -0.3784 2.3203
O 2.3411 -2.1991 2.5994
O 2.2824 -0.5308 0.7068
C -1.3670 -4.0437 -1.0376
N -1.4801 -2.5944 -1.2854
C -2.3798 -2.0501 -2.2128
C -2.5162 -0.7407 -2.4440
C -1.6850 0.2403 -1.7457
O -1.7267 1.4331 -1.8064
N -0.8083 -0.4073 -0.8069
C -0.7259 -1.7539 -0.5954
O 0.1256 -2.0348 0.2910
H -1.9529 -4.5597 -1.7912
H -1.7462 -4.2800 -0.0467
H -0.3253 -4.3424 -1.1151
H -2.9757 -2.7858 -2.7333
H -3.2361 -0.3775 -3.1610

Löwdin population analysis, charges in e, atoms 1 to 6: 1.1894 0.2343 -0.3819 0.1217 0.0350 0.0308